Entry 1:
Formula: C4H6N3O
Source: the Open Molecules 2025 dataset
Level of theory: ωB97M-V/def2-TZVPD

The geometry in ORCA input format:
```
! wB97M-V def2-TZVPD RIJCOSX def2/J DEFGRID3
* xyz 1 1
C 0.46 -0.75 1.93
C 0.94 -1.85 3.59
C -0.90 0.39 -0.97
C -0.62 1.60 -1.76
N -0.43 -0.88 1.03
N 0.76 0.88 0.56
N -0.17 0.09 0.12
O 1.20 0.32 1.67
H -0.01 -2.44 3.84
H 1.74 -1.48 4.12
H -1.74 -0.28 -1.07
H -0.17 2.35 -1.15
H 0.04 1.45 -2.68
H -1.55 1.86 -2.31
*
```

Output
Energy above the lowest of the compared OMol25 structures with the same formula, charge and spin = 178.8 kcal per mole
E = -10747.511 eV

List of natural (NBO) charges in e, atom by atom: C 0.472; C -0.093; C 0.212; C -0.721; N -0.308; N 0.158; N -0.006; O -0.229; H 0.230; H 0.186; H 0.251; H 0.268; H 0.298; H 0.282

---

Entry 2:
Formula: C41H64AgBN7SSi2
Source: the Open Molecules 2025 dataset
Level of theory: ωB97M-V/def2-TZVPD

The geometry in ORCA input format:
```
! wB97M-V def2-TZVPD RIJCOSX def2/J DEFGRID3
* xyz -1 1
Ag -0.34 -0.52 -0.03
C -2.58 4.81 -2.22
C -2.53 4.82 -0.74
N -2.72 5.85 0.02
N -2.56 5.35 1.28
C -2.28 4.03 1.33
S -2.03 3.06 2.65
N -2.27 3.70 0.00
N -1.93 2.49 -0.60
H -2.65 5.83 -2.58
H -3.44 4.24 -2.58
H -1.68 4.33 -2.62
H -2.64 5.94 2.09
H -1.22 1.99 -0.06
H -2.75 1.88 -0.62
C -4.74 -2.39 -2.24
Si -3.30 -1.20 -1.90
C -1.95 -1.70 -3.11
C -3.92 0.45 -2.59
C -2.81 -1.27 -0.12
C -2.27 -2.63 0.10
C -2.92 -3.69 0.76
C -2.29 -4.91 0.93
C -1.01 -5.10 0.41
C -0.43 -4.02 -0.24
N -1.04 -2.85 -0.40
Si -3.93 -0.66 1.21
C -3.05 -0.75 2.87
C -4.50 1.13 0.98
C -5.60 -1.54 1.47
H -4.95 -2.49 -3.31
H -5.65 -2.04 -1.75
H -4.52 -3.39 -1.85
H -2.28 -1.50 -4.14
H -1.70 -2.76 -3.03
H -1.03 -1.14 -2.93
H -4.35 0.24 -3.58
H -3.11 1.17 -2.73
H -4.71 0.93 -2.00
H -3.92 -3.55 1.13
H -2.79 -5.71 1.45
H -0.47 -6.03 0.53
H 0.57 -4.10 -0.66
H -2.14 -0.15 2.85
H -2.76 -1.78 3.11
H -3.68 -0.39 3.68
H -3.75 1.83 1.36
H -5.41 1.28 1.57
H -4.74 1.39 -0.05
H -5.52 -2.55 1.87
H -6.18 -1.60 0.54
H -6.19 -0.96 2.19
C 3.07 -1.94 3.79
C 2.10 -1.85 2.61
C 0.66 -2.08 3.07
C 2.48 -2.81 1.50
C 2.52 -4.17 1.77
C 2.85 -5.08 0.78
C 3.10 -4.63 -0.50
C 3.05 -3.27 -0.83
C 3.25 -2.90 -2.29
C 2.15 -2.02 -2.87
C 4.63 -2.33 -2.60
C 2.77 -2.36 0.20
N 2.83 -0.96 -0.03
B 1.74 0.01 -0.08
N 2.49 1.25 -0.26
C 3.86 1.00 -0.22
C 4.06 -0.32 -0.10
C 2.01 2.58 -0.11
C 1.57 3.34 -1.20
C 1.07 4.61 -0.94
C 1.03 5.13 0.35
C 1.50 4.38 1.40
C 2.00 3.10 1.20
C 2.50 2.27 2.37
C 1.36 1.78 3.26
C 3.55 3.03 3.18
C 1.62 2.90 -2.66
C 0.51 1.92 -3.02
C 2.98 2.38 -3.13
H 2.84 -1.17 4.53
H 4.10 -1.79 3.46
H 3.02 -2.91 4.28
H 2.15 -0.83 2.22
H 0.54 -3.08 3.51
H -0.03 -2.00 2.23
H 0.37 -1.34 3.82
H 2.29 -4.52 2.77
H 2.89 -6.14 1.00
H 3.32 -5.34 -1.29
H 3.18 -3.86 -2.82
H 2.15 -1.03 -2.44
H 1.16 -2.45 -2.71
H 2.30 -1.92 -3.95
H 4.69 -1.28 -2.32
H 4.83 -2.41 -3.67
H 5.42 -2.87 -2.06
H 4.58 1.80 -0.30
H 4.99 -0.86 -0.03
H 0.71 5.22 -1.77
H 0.62 6.12 0.52
H 1.46 4.78 2.41
H 2.99 1.38 1.96
H 0.83 2.62 3.72
H 1.75 1.14 4.05
H 0.64 1.21 2.68
H 3.11 3.89 3.69
H 4.36 3.39 2.54
H 3.98 2.38 3.95
H 1.44 3.82 -3.22
H 0.61 1.01 -2.43
H 0.57 1.66 -4.08
H -0.47 2.33 -2.81
H 3.18 1.37 -2.75
H 3.79 3.03 -2.81
H 2.99 2.33 -4.22
*
```

Output
Energy above the lowest of the compared OMol25 structures with the same formula, charge and spin = 0.0 kcal per mole
E = -85258.611 eV

Mulliken population analysis, charges in e, atoms 1 to 99: Ag 0.911; C -1.042; C 1.103; N -1.018; N 0.334; C -0.205; S -0.415; N 0.496; N 0.866; H 0.368; H 0.283; H 0.062; H 0.188; H -0.732; H -0.585; C -1.336; Si 0.334; C -0.799; C -1.109; C 1.218; C -1.406; C -0.376; C -0.931; C -1.036; C -0.635; N 0.919; Si 0.018; C -0.815; C -0.302; C -1.409; H 0.387; H 0.300; H 0.324; H 0.515; H 0.225; H -0.160; H 0.573; H 0.007; H 0.449; H 0.295; H 0.416; H 0.517; H 0.224; H -0.143; H 0.337; H 0.513; H -0.798; H 0.588; H 0.306; H 0.430; H 0.355; H 0.381; C -2.008; C 2.205; C -1.360; C 0.554; C -0.118; C -1.522; C -0.826; C 0.361; C 0.240; C -0.931; C -1.630; C 0.100; N 0.640; B 1.609; N 0.822; C -1.014; C -1.232; C -0.590; C 0.588; C -0.815; C -1.245; C 0.179; C 0.168; C 1.722; C -1.222; C -1.945; C 0.398; C -0.186; C -1.518; H 0.436; H 0.423; H 0.368; H -1.032; H 0.394; H -0.167; H 0.393; H 0.339; H 0.364; H 0.355; H 0.654; H -0.103; H 0.164; H 0.541; H 0.241; H 0.465; H 0.345; H 0.454